(1)
{"formula": "C2H4N2O4", "method": "the ωB97M-V functional and the def2-TZVPD basis", "species": ["O", "N", "C", "O", "C", "O", "N", "O", "H", "H", "H", "H"], "xyz": [[-0.6766, 1.8769, -0.4443], [-1.6992, 1.0083, -0.2153], [-1.0734, -0.1959, 0.5112], [-1.8222, -1.2687, 0.1851], [0.3846, -0.4317, 0.0243], [0.5838, -1.4982, -0.5441], [1.3408, 0.4277, 0.5269], [2.6286, 0.1826, 0.0578], [-1.1499, 0.2365, 1.5629], [-1.3982, -1.8105, -0.5849], [1.0325, 1.4443, 0.4737], [2.4484, -0.4962, -0.8820]], "de_lowest_ev": 5.2321, "largest_force_ev_per_a": 8.101, "e_homo_ev": -10.17, "e_tot_ev": -13303.1282, "charge": 0, "homo_lumo_gap_ev": 8.357}

***

(2)
{"formula": "C2H4N2O5", "method": "the ωB97M-V functional and the def2-TZVPD basis", "species": ["C", "C", "N", "N", "O", "O", "O", "O", "O", "H", "H", "H", "H"], "xyz": [[-0.5808, 2.2940, -2.2167], [1.0414, -2.1653, 2.1899], [-0.6103, 1.8821, -1.0168], [0.6808, -1.9583, 0.9968], [-1.0965, 2.4680, -0.0315], [0.8156, -2.4152, -0.0896], [0.0717, 0.6971, -0.8777], [-0.5606, -0.7858, 1.0814], [-0.9750, -0.4945, -0.1265], [-0.2613, 1.5683, -2.9488], [-0.9201, 3.3884, -2.2912], [0.5167, -1.6951, 3.0224], [1.8783, -2.7837, 2.3085]], "de_lowest_ev": 12.0093, "largest_force_ev_per_a": 2.812, "e_homo_ev": [-9.11, -9.11], "e_tot_ev": -15343.3376, "charge": 0, "homo_lumo_gap_ev": [7.753, 7.650]}

***

(3)
{"formula": "C2H4N2OP2", "method": "the ωB97M-V functional and the def2-TZVPD basis", "species": ["C", "C", "N", "N", "O", "P", "P", "H", "H", "H", "H"], "xyz": [[1.5043, 0.5714, -0.0008], [1.3000, -0.8071, 0.1481], [0.4107, 1.2897, 0.0075], [0.0863, -1.1834, 0.1842], [-1.3591, 0.2020, 1.6760], [-0.9020, 0.1838, 0.0932], [-1.7731, 0.4151, -2.0987], [2.3822, 0.9944, -0.2028], [2.0923, -1.6600, 0.2354], [-1.7963, 0.9115, 2.0690], [-1.9454, -0.9173, -2.1112]], "de_lowest_ev": 1.5201, "largest_force_ev_per_a": 4.681, "e_homo_ev": [-7.71, -7.71], "e_tot_ev": -25741.7749, "charge": 0, "homo_lumo_gap_ev": [6.541, 6.539]}

***

(4)
{"formula": "C2H4N2OS", "method": "the ωB97M-V functional and the def2-TZVPD basis", "species": ["N", "C", "C", "O", "N", "S", "H", "H", "H", "H"], "xyz": [[1.4079, -0.4820, 0.3472], [0.1245, -0.0561, 0.3800], [-0.3672, 0.2463, 1.7736], [0.3080, 0.2404, 2.7703], [-0.7591, 0.2353, -0.5080], [-0.5201, 0.0146, -2.1506], [1.9189, -0.4016, 1.2219], [1.9117, -0.7339, -0.4710], [-1.4654, 0.5616, 1.8376], [0.4072, -0.9983, -2.1373]], "de_lowest_ev": 1.7988, "largest_force_ev_per_a": 1.723, "e_homo_ev": -8.70, "e_tot_ev": -18000.8605, "charge": 0, "homo_lumo_gap_ev": 8.833}

***

(5)
{"formula": "C2H4N2OS", "method": "the ωB97M-V functional and the def2-TZVPD basis", "species": ["H", "N", "C", "N", "O", "C", "S", "H", "H", "H"], "xyz": [[2.0437, -1.5733, -0.8351], [1.5089, -0.7278, -0.8036], [1.1124, -0.4289, 0.3040], [0.3487, 0.7937, 0.7053], [-0.4431, 1.3227, -0.3300], [-1.5496, 0.6191, -0.5571], [-2.1283, -0.7740, 0.0839], [1.3270, -0.8976, 1.2540], [-0.1694, 0.5358, 1.6250], [-2.0503, 1.1303, -1.4464]], "de_lowest_ev": 3.8744, "largest_force_ev_per_a": 4.640, "e_homo_ev": -9.34, "e_tot_ev": -17998.7849, "charge": 0, "homo_lumo_gap_ev": 9.534}

***

(6)
{"formula": "C2H4N2OS", "method": "the ωB97M-V functional and the def2-TZVPD basis", "species": ["C", "C", "N", "N", "O", "S", "H", "H", "H", "H"], "xyz": [[0.1496, -0.4085, -0.6648], [-0.2118, -0.0682, 0.8079], [-0.3383, -1.6075, -1.1676], [-0.7808, -2.6235, -0.9552], [1.9161, -1.0490, 1.8970], [0.4450, -1.1608, 2.0933], [-0.2624, 0.5120, -1.4326], [1.1992, -0.4041, -0.8829], [0.1773, 1.0213, 1.0600], [-1.3117, -0.0690, 1.0593]], "de_lowest_ev": 4.8559, "largest_force_ev_per_a": 4.132, "e_homo_ev": [-8.98, -7.04], "e_tot_ev": -17997.8034, "charge": 0, "homo_lumo_gap_ev": [9.643, 5.956]}

***

(7)
{"formula": "C2H4N2OS", "method": "the ωB97M-V functional and the def2-TZVPD basis", "species": ["O", "N", "N", "C", "C", "S", "H", "H", "H", "H"], "xyz": [[-2.8393, 1.3524, -0.2920], [-1.3822, 0.6315, -0.1353], [-0.3487, 1.2491, -0.3734], [0.7860, 0.4765, -0.2332], [0.4071, -0.9922, 0.3123], [-1.3947, -0.9423, 0.5049], [1.5504, 0.7677, 0.5671], [1.3921, 0.2704, -1.0479], [0.8137, -1.6135, -0.4108], [1.0158, -1.1996, 1.1083]], "de_lowest_ev": 6.6947, "largest_force_ev_per_a": 6.196, "e_homo_ev": [-9.53, -9.53], "e_tot_ev": -17995.9647, "charge": 0, "homo_lumo_gap_ev": [9.265, 9.264]}

***

(8)
{"formula": "C2H4N2OS", "method": "the ωB97M-V functional and the def2-TZVPD basis", "species": ["N", "N", "C", "O", "C", "S", "H", "H", "H", "H"], "xyz": [[-0.8578, -0.9762, -2.9003], [-0.1535, -0.4965, -1.7147], [-0.9092, -0.7560, -0.7094], [-0.5334, -0.3559, 0.6067], [0.5855, 0.3419, 0.7592], [0.9553, 1.1199, 2.1694], [-0.1438, -1.0323, -3.5689], [-1.3376, -0.1850, -3.1902], [-1.8879, -1.2817, -0.7421], [1.3728, 0.2213, -0.0562]], "de_lowest_ev": 3.3688, "largest_force_ev_per_a": 2.727, "e_homo_ev": -8.94, "e_tot_ev": -17999.2905, "charge": 0, "homo_lumo_gap_ev": 8.749}